# 1
# C22H32BO4PPtS2

A molecular structure, C22H32BO4PPtS2 (ωB97M-V with the def2-TZVPD basis set, the OMol25 dataset).

Each line ends with the natural charge from an NBO analysis.
Cartesian coordinates (Å):
Pt1 0.77 0.35 0.76  0.344
C1 1.30 -1.52 3.16  -0.261
O1 1.54 -0.17 2.72  -0.540
C2 2.90 0.24 2.93  -0.098
C3 3.93 -0.29 1.95  -0.098
O2 3.78 0.16 0.63  -0.531
C4 4.17 1.51 0.44  -0.259
H1 1.72 -1.65 4.16  0.172
H2 1.73 -2.24 2.46  0.217
H3 0.22 -1.65 3.19  0.209
H4 3.18 -0.10 3.94  0.185
H5 2.87 1.33 2.93  0.212
H6 3.89 -1.38 1.90  0.201
H7 4.91 -0.01 2.34  0.174
H8 5.23 1.65 0.70  0.162
H9 3.55 2.21 1.01  0.178
H10 4.03 1.73 -0.62  0.207
C5 1.97 -4.62 -0.71  -0.627
C6 0.77 -3.73 -0.44  0.246
C7 -0.28 -4.48 0.37  -0.634
O3 1.20 -2.61 0.36  -0.779
B1 0.53 -1.47 -0.06  0.855
O4 -0.22 -1.75 -1.19  -0.765
C8 0.20 -3.03 -1.71  0.244
C9 1.25 -2.75 -2.77  -0.636
C10 -1.00 -3.72 -2.32  -0.626
H11 2.27 -5.12 0.22  0.214
H12 2.82 -4.05 -1.08  0.224
H13 1.72 -5.39 -1.44  0.210
H14 0.14 -4.74 1.33  0.215
H15 -0.60 -5.39 -0.14  0.212
H16 -1.16 -3.85 0.54  0.218
H17 2.12 -2.25 -2.33  0.221
H18 0.82 -2.08 -3.52  0.223
H19 1.58 -3.66 -3.26  0.209
H20 -1.84 -3.75 -1.63  0.219
H21 -0.75 -4.74 -2.62  0.209
H22 -1.32 -3.18 -3.22  0.220
S1 0.34 1.30 -1.26  -0.340
P1 -0.75 2.45 0.01  1.140
S2 0.31 2.74 1.69  -0.616
C11 -1.24 4.01 -0.79  -0.428
C12 -2.09 3.97 -1.89  -0.128
C13 -2.47 5.14 -2.53  -0.229
C14 -2.00 6.36 -2.06  -0.198
C15 -1.15 6.41 -0.97  -0.200
C16 -0.76 5.23 -0.33  -0.186
C17 -2.33 1.63 0.36  -0.310
C18 -2.77 0.55 -0.40  -0.215
C19 -4.01 -0.02 -0.13  -0.217
C20 -4.80 0.48 0.89  -0.204
C21 -4.36 1.56 1.65  -0.203
C22 -3.13 2.14 1.38  -0.219
H23 -2.46 3.01 -2.26  0.215
H24 -3.13 5.10 -3.38  0.216
H25 -2.30 7.28 -2.55  0.214
H26 -0.78 7.36 -0.60  0.214
H27 -0.09 5.25 0.52  0.237
H28 -2.13 0.14 -1.17  0.249
H29 -4.34 -0.87 -0.71  0.214
H30 -5.76 0.03 1.10  0.212
H31 -4.98 1.95 2.45  0.213
H32 -2.78 2.98 1.97  0.228

HOMO level	-7.793	eV
ΔE to the lowest compared entry with this formula, charge and spin	2.2	kJ/mol



# 2
# C13H7N2O3

A molecular structure, C13H7N2O3 (ωB97M-V with the def2-TZVPD basis set, the OMol25 dataset).

Each line ends with the natural charge from an NBO analysis.
Cartesian coordinates (Å):
C1 -1.29 0.05 -0.50  -0.488
C2 -2.20 0.96 -1.14  0.281
N1 -3.09 1.61 -1.53  -0.374
C3 0.13 0.19 -0.93  -0.003
C4 1.10 -0.87 -1.03  -0.221
C5 2.47 -0.61 -1.22  -0.155
C6 2.93 0.70 -1.39  -0.243
C7 4.34 0.95 -1.43  0.301
N2 5.49 1.15 -1.42  -0.363
C8 2.02 1.76 -1.29  -0.173
C9 0.64 1.49 -1.15  -0.173
H1 -1.64 -1.00 -0.51  0.253
H2 0.77 -1.91 -0.96  0.219
H3 3.18 -1.44 -1.33  0.220
H4 2.38 2.80 -1.42  0.220
H5 -0.05 2.34 -1.20  0.214
C10 -1.55 -0.10 1.46  -0.232
C11 -0.90 -1.05 2.19  -0.548
C12 -1.86 -1.99 2.78  0.742
O1 -1.72 -2.92 3.55  -0.620
O2 -3.14 -1.58 2.33  -0.531
C13 -3.00 -0.43 1.55  0.762
O3 -3.96 0.13 1.03  -0.548
H6 -1.21 0.94 1.30  0.239
H7 0.17 -1.16 2.28  0.222

HOMO level	-4.036	eV
ΔE to the lowest compared entry with this formula, charge and spin	0.0	kJ/mol
charge	-1



# 3
# C63H92F6NO18S2

14 unconnected molecules or ions with the total composition C63H92F6NO18S2 (ωB97M-V with the def2-TZVPD basis set, the OMol25 dataset).

Each line ends with the Mulliken charge.
Cartesian coordinates (Å):
C1 -1.53 2.85 -0.58  -0.626
C2 -0.36 2.56 0.31  0.645
N1 0.25 1.23 0.17  1.403
C3 0.58 1.08 -1.27  -0.590
C4 1.48 1.19 0.94  1.275
C5 2.44 2.24 0.54  -0.831
C6 -0.72 0.20 0.61  1.472
C7 -0.29 -1.23 0.42  -0.464
O1 -0.16 -1.50 -0.95  0.571
C8 -0.04 -2.86 -1.28  0.378
H1 -1.30 3.12 -1.61  0.033
H2 -2.08 3.66 -0.09  0.640
H3 -2.25 2.04 -0.69  -0.927
H4 -0.53 2.69 1.39  0.601
H5 0.43 3.29 0.14  -0.536
H6 -0.32 0.75 -1.76  0.059
H7 1.29 0.27 -1.34  -0.113
H8 0.98 2.02 -1.63  0.358
H9 1.87 0.19 0.77  -0.151
H10 1.14 1.29 1.97  -0.762
H11 2.44 2.59 -0.49  -0.293
H12 3.47 1.93 0.74  -0.196
H13 2.32 3.10 1.21  0.580
H14 -1.63 0.39 0.06  -0.854
H15 -0.91 0.41 1.65  -0.702
H16 -1.06 -1.85 0.91  0.465
H17 0.62 -1.46 1.01  -0.305
H18 -0.40 -3.00 -2.30  -0.483
H19 -0.74 -3.46 -0.69  -0.658
H20 0.99 -3.22 -1.25  0.408
F1 -3.01 -2.87 -0.78  -0.317
C9 -3.55 -1.61 -0.84  0.586
C10 -4.31 -1.15 0.22  -0.491
C11 -4.89 0.10 0.07  -0.481
C12 -4.71 0.87 -1.05  -1.029
C13 -3.94 0.39 -2.10  -0.041
C14 -3.38 -0.89 -2.00  -0.711
H21 -4.50 -1.78 1.08  0.531
H22 -5.57 0.45 0.84  0.582
H23 -5.06 1.89 -1.12  0.226
H24 -3.74 0.96 -2.99  0.536
H25 -2.89 -1.40 -2.83  0.552
F2 7.70 -0.64 5.58  -0.307
C15 7.20 0.10 4.65  0.100
C16 5.83 0.20 4.48  -0.307
C17 5.31 1.01 3.49  -0.177
C18 6.19 1.62 2.60  -0.280
C19 7.57 1.55 2.77  -0.696
C20 8.07 0.76 3.79  -0.311
H26 5.20 -0.38 5.16  0.472
H27 4.24 1.10 3.38  0.263
H28 5.78 2.26 1.82  0.430
H29 8.27 2.14 2.19  0.409
H30 9.14 0.70 3.95  0.400
F3 1.02 -7.99 0.27  -0.324
C21 -0.25 -7.59 0.46  0.321
C22 -0.55 -6.30 0.15  -0.102
C23 -1.84 -5.85 0.38  0.028
C24 -2.80 -6.78 0.76  -0.701
C25 -2.50 -8.09 1.01  -0.411
C26 -1.19 -8.51 0.87  -0.602
H31 0.23 -5.55 0.05  0.194
H32 -2.15 -4.84 0.16  0.323
H33 -3.85 -6.47 0.83  0.408
H34 -3.28 -8.75 1.35  0.410
H35 -0.87 -9.51 1.10  0.456
F4 -2.98 1.61 1.75  1.083
C27 -3.88 1.94 2.68  -0.004
C28 -4.53 0.92 3.31  0.417
C29 -5.46 1.23 4.30  -0.808
C30 -5.71 2.56 4.59  -0.684
C31 -5.09 3.57 3.87  -0.841
C32 -4.17 3.27 2.87  -0.601
H36 -4.18 -0.08 3.07  0.008
H37 -5.97 0.46 4.86  0.437
H38 -6.34 2.80 5.44  0.396
H39 -5.22 4.63 4.07  0.459
H40 -3.76 4.03 2.22  0.518
F5 2.41 4.77 -4.13  -0.265
C33 2.24 5.14 -2.84  0.321
C34 0.98 5.22 -2.28  -0.224
C35 0.89 5.60 -0.97  -0.231
C36 2.01 5.83 -0.21  -0.707
C37 3.25 5.78 -0.80  -0.442
C38 3.37 5.52 -2.15  -0.571
H41 0.10 5.04 -2.89  0.560
H42 -0.09 5.71 -0.52  0.295
H43 1.95 6.03 0.85  0.484
H44 4.16 5.99 -0.25  0.442
H45 4.35 5.40 -2.60  0.420
F6 -0.60 1.98 -4.26  0.458
C39 -0.71 2.94 -5.17  0.514
C40 -1.97 3.39 -5.41  -0.500
C41 -2.10 4.36 -6.38  -0.684
C42 -0.98 4.85 -7.05  -0.783
C43 0.29 4.38 -6.74  -0.505
C44 0.43 3.38 -5.80  -0.297
H46 -2.83 2.95 -4.94  0.349
H47 -3.03 4.82 -6.70  0.473
H48 -1.14 5.66 -7.75  0.380
H49 1.13 4.91 -7.17  0.426
H50 1.41 2.99 -5.56  0.272
C45 -1.47 -2.97 5.38  -0.891
S1 -2.65 -2.10 4.34  0.480
O2 -1.92 -1.45 3.22  -0.636
C46 -3.45 -3.56 3.64  -0.952
H51 -0.91 -3.67 4.78  0.107
H52 -2.05 -3.47 6.15  0.515
H53 -0.84 -2.23 5.87  0.240
H54 -4.28 -3.18 3.05  0.343
H55 -3.69 -4.32 4.38  0.499
H56 -2.72 -4.05 2.99  0.063
C47 -1.68 1.63 5.68  -1.099
S2 -0.52 1.37 4.33  1.349
O3 -0.27 2.71 3.71  -0.820
C48 0.95 0.92 5.27  -0.989
H57 -2.59 2.02 5.24  0.160
H58 -1.24 2.42 6.29  0.496
H59 -1.89 0.73 6.26  0.332
H60 1.14 1.73 5.97  0.425
H61 1.74 0.83 4.53  0.009
H62 0.81 0.03 5.88  0.345
C49 -5.93 5.21 -0.61  -0.826
O4 -5.02 4.25 -1.11  -0.054
C50 -4.41 4.45 -2.26  0.624
O5 -3.87 3.56 -2.79  -0.305
O6 -4.30 5.74 -2.54  -0.419
C51 -3.55 6.11 -3.71  -0.509
H63 -5.46 6.16 -0.34  0.309
H64 -6.40 4.78 0.27  0.241
H65 -6.74 5.42 -1.32  0.333
H66 -3.95 7.08 -4.00  0.304
H67 -3.72 5.40 -4.50  0.178
H68 -2.51 6.21 -3.42  0.192
C52 4.71 -0.42 -0.84  0.354
O7 5.13 -1.77 -0.87  -0.472
C53 4.37 -2.61 -0.24  0.691
O8 3.43 -2.32 0.41  -0.146
O9 4.83 -3.82 -0.46  -0.416
C54 4.38 -4.88 0.38  -0.452
H69 5.11 0.10 -1.71  0.259
H70 5.04 0.02 0.09  0.356
H71 3.63 -0.38 -0.97  -0.563
H72 3.40 -5.24 0.08  0.254
H73 4.29 -4.53 1.41  0.102
H74 5.13 -5.65 0.33  0.320
C55 -1.47 -5.43 -5.07  -0.752
O10 -1.98 -4.11 -4.88  -0.363
C56 -1.08 -3.17 -4.82  1.020
O11 0.10 -3.32 -4.67  -0.572
O12 -1.71 -2.01 -4.95  -0.418
C57 -0.86 -0.86 -5.12  -0.342
H75 -2.13 -5.93 -5.78  0.289
H76 -1.54 -6.00 -4.13  0.237
H77 -0.44 -5.47 -5.41  0.351
H78 -0.46 -0.55 -4.17  -0.142
H79 -1.51 -0.12 -5.58  0.274
H80 -0.13 -1.06 -5.90  0.506
C58 4.20 2.47 -4.99  -0.551
O13 3.81 1.15 -5.21  -0.471
C59 3.19 0.52 -4.24  0.885
O14 2.90 0.96 -3.16  -0.425
O15 2.89 -0.67 -4.67  -0.434
C60 2.64 -1.64 -3.67  -0.091
H81 3.95 3.04 -5.89  0.324
H82 5.29 2.54 -4.88  0.356
H83 3.75 2.91 -4.11  0.017
H84 1.58 -1.68 -3.42  -0.210
H85 3.27 -1.57 -2.78  0.036
H86 2.85 -2.63 -4.09  0.400
C61 2.15 -3.86 3.06  -0.639
O16 1.64 -3.73 4.41  -0.194
C62 1.84 -4.69 5.31  0.591
O17 1.80 -4.49 6.49  -0.575
O18 2.05 -5.87 4.74  -0.290
C63 2.32 -6.95 5.63  -0.756
H87 2.12 -2.89 2.59  0.061
H88 1.48 -4.51 2.51  0.264
H89 3.19 -4.16 3.11  0.525
H90 1.68 -6.94 6.51  0.317
H91 3.34 -6.89 5.99  0.316
H92 2.17 -7.86 5.06  0.222

HOMO level	-10.840	eV
charge	+1



# 4
# AlF6P

A molecular structure, AlF6P (ωB97M-V with the def2-TZVPD basis set, the OMol25 dataset).

Each line ends with the natural charge from an NBO analysis.
Cartesian coordinates (Å):
Al1 5.13 -0.90 2.14  1.093
P1 -0.73 0.12 -0.31  2.507
F1 -2.33 0.08 0.17  -0.213
F2 -0.38 -0.50 1.12  -0.301
F3 -0.98 -1.30 -0.94  -0.285
F4 0.83 0.08 -0.71  -0.309
F5 -1.05 0.80 -1.75  -0.242
F6 -0.48 1.63 0.27  -0.251

HOMO level	-20.484	eV
ΔE to the lowest compared entry with this formula, charge and spin	206.2	kJ/mol
charge	+2



# 5
# C5H4BrO

A gas-phase ion, C5H4BrO (charge +1) (ωB97M-V with the def2-TZVPD basis set, the OMol25 dataset).

Each line ends with the natural charge from an NBO analysis.
Cartesian coordinates (Å):
C1 1.43 -0.18 0.95  -0.025
C2 0.99 -1.31 0.48  -0.090
C3 0.99 -0.22 -0.59  -0.396
C4 -0.24 0.38 -1.00  0.404
C5 -2.45 0.38 0.22  0.253
O1 -1.30 0.50 -0.27  -0.423
Br1 -3.12 1.43 1.61  0.221
H1 2.01 0.48 1.41  0.264
H2 0.31 -2.19 0.50  0.299
H3 1.78 -0.04 -1.31  0.260
H4 -0.39 0.77 -1.99  0.234

HOMO level (alpha / beta)	-13.279 / -13.280	eV
ΔE to the lowest compared entry with this formula, charge and spin	614.7	kJ/mol
charge	+1



# 6
# C8H13N3O

C8H13N3O in the gas phase (ωB97M-V with the def2-TZVPD basis set, the OMol25 dataset).

Each line ends with the natural charge from an NBO analysis.
Cartesian coordinates (Å):
C1 0.64 -1.37 0.10  -0.135
C2 0.62 -0.02 0.28  -0.222
C3 2.75 -0.75 -0.06  0.473
C4 -0.60 -2.25 0.10  -0.065
C5 -2.19 -0.35 0.21  0.732
C6 -2.94 0.51 1.09  -0.751
C7 -1.91 -0.14 -1.31  -0.719
C8 2.25 1.77 0.48  -0.392
N1 1.94 -1.78 -0.19  -0.553
N2 1.92 0.36 0.24  -0.433
N3 4.07 -0.79 -0.11  -0.843
O1 -1.75 -1.51 0.64  -0.461
H1 -0.92 -2.61 -0.95  0.188
H2 -0.52 -3.04 0.91  0.221
H3 -3.58 0.05 1.80  0.258
H4 -3.51 1.15 0.47  0.237
H5 -2.14 1.23 1.49  0.320
H6 -0.92 -0.47 -1.44  0.284
H7 -1.93 0.93 -1.42  0.238
H8 -2.68 -0.81 -1.82  0.230
H9 3.29 1.81 0.12  0.192
H10 1.55 2.38 -0.15  0.209
H11 2.18 2.10 1.55  0.192
H12 4.31 -1.73 -0.50  0.411
H13 4.59 -0.37 0.62  0.390

HOMO level	-6.276	eV
ΔE to the lowest compared entry with this formula, charge and spin	529.8	kJ/mol



# 7
# C3H12N2S

2 unconnected molecules or ions with the total composition C3H12N2S (ωB97M-V with the def2-TZVPD basis set, the OMol25 dataset).

Each line ends with the natural charge from an NBO analysis.
Cartesian coordinates (Å):
C1 1.23 -0.98 1.57  -0.752
S1 1.74 -0.56 -0.12  0.185
C2 2.59 0.98 0.32  -0.751
H1 2.05 -0.92 2.27  0.217
H2 0.56 -0.18 1.91  0.209
H3 0.65 -1.90 1.65  0.236
H4 1.92 1.68 0.84  0.211
H5 3.10 1.45 -0.52  0.238
H6 3.30 0.85 1.15  0.213
N1 -1.60 1.24 -0.88  -0.841
C3 -2.03 0.01 -1.54  -0.054
N2 -2.20 -1.21 -0.78  -0.906
H7 -0.62 1.14 -0.63  0.351
H8 -2.10 1.40 -0.01  0.347
H9 -1.32 -0.10 -2.36  0.174
H10 -3.00 0.18 -2.03  0.170
H11 -3.00 -1.66 -0.40  0.392
H12 -1.27 -1.42 -0.44  0.361

HOMO level	-8.616	eV
ΔE to the lowest compared entry with this formula, charge and spin	54.3	kJ/mol
SMILES string	CSC.NCN



# 8
# C29H37N3OTi

A molecular structure, C29H37N3OTi (ωB97M-V with the def2-TZVPD basis set, the OMol25 dataset).

Each line ends with the Mulliken spin population.
Cartesian coordinates (Å):
Ti1 -0.54 -0.30 -0.69  0.749
N1 0.33 -3.32 4.20  0.001
N2 -0.73 -2.23 -2.02  0.011
C1 0.44 1.63 -0.60  0.031
C2 1.44 0.61 -0.29  0.127
C3 1.50 0.52 1.18  -0.093
C4 2.55 0.00 1.92  0.124
H1 3.35 -0.55 1.42  -0.004
H2 1.99 -1.55 3.14  -0.003
H3 2.80 0.43 2.90  0.000
C5 0.34 1.19 1.70  0.043
C6 -0.06 1.17 3.13  -0.003
H4 0.60 1.79 3.75  0.003
H5 -0.03 0.15 3.54  -0.001
H6 -1.09 1.55 3.24  0.000
C7 -0.30 1.88 0.65  -0.016
C8 -1.21 3.03 0.86  -0.013
H7 -1.96 2.82 1.64  0.005
H8 -1.74 3.30 -0.07  -0.005
H9 -0.65 3.92 1.18  0.001
C9 2.62 0.26 -1.13  -0.044
H10 3.43 1.00 -1.01  0.000
H11 2.36 0.25 -2.20  0.009
H12 3.02 -0.73 -0.88  -0.002
C10 0.40 2.47 -1.81  -0.013
H13 -0.62 2.72 -2.14  0.009
H14 0.91 2.00 -2.67  -0.003
H15 0.91 3.42 -1.60  0.002
C11 -0.63 -4.15 4.55  0.000
H16 -0.65 -4.42 5.62  0.000
C12 -1.61 -4.73 3.69  0.001
H17 -2.38 -5.35 4.17  0.000
C13 -1.54 -4.42 2.31  0.002
H18 -2.28 -4.85 1.66  0.000
C14 -0.51 -3.60 1.87  -0.011
H19 -0.48 -3.27 0.81  0.012
C15 0.43 -3.06 2.87  0.011
C16 1.52 -2.26 2.45  0.009
H20 1.67 -2.19 1.35  -0.007
C17 -0.91 -0.98 -2.56  0.047
C18 0.08 -2.96 -2.91  0.007
H21 0.57 -3.92 -2.70  0.000
C19 0.15 -2.24 -4.09  0.007
H22 0.58 -2.49 -5.07  0.003
N3 -0.45 -1.00 -3.85  0.018
C20 -0.54 0.14 -4.66  0.006
C21 0.48 0.50 -5.54  0.004
C22 0.31 1.68 -6.29  0.000
H23 1.10 1.99 -6.98  0.000
C23 -0.80 2.50 -6.13  0.002
C24 -0.97 3.73 -6.98  0.000
H24 -1.49 4.52 -6.44  0.000
H25 -1.56 3.52 -7.88  0.000
H26 0.00 4.12 -7.31  0.000
C25 -1.76 2.15 -5.18  -0.001
H27 -2.59 2.83 -4.99  0.000
C26 -1.65 0.96 -4.45  -0.017
C27 -2.67 0.65 -3.40  -0.008
H28 -2.89 -0.42 -3.30  -0.007
H29 -3.61 1.17 -3.63  -0.001
H30 -2.33 1.06 -2.43  0.051
C28 1.78 -0.22 -5.63  -0.001
H31 1.68 -1.27 -5.93  0.000
H32 2.31 -0.17 -4.66  0.000
H33 2.43 0.29 -6.36  0.000
C29 -2.51 -0.82 1.85  0.010
O1 -2.09 -0.43 0.51  -0.040
H34 -1.64 -0.85 2.49  -0.004
H35 -2.95 -1.81 1.78  0.001
H36 -3.23 -0.08 2.20  0.000
H37 -2.85 0.04 0.10  -0.010

HOMO level (alpha / beta)	-1.621 / -1.605	eV
ΔE to the lowest compared entry with this formula, charge and spin	268.5	kJ/mol
spin multiplicity	2
charge	-1



# 9
# C3H4O2S2

2 unconnected molecules or ions with the total composition C3H4O2S2 (ωB97M-V with the def2-TZVPD basis set, the OMol25 dataset).

Each line ends with the natural charge from an NBO analysis.
Cartesian coordinates (Å):
C1 -2.36 0.62 -0.78  0.415
C2 1.06 0.90 1.70  -0.848
C3 0.07 -0.28 -0.72  -0.191
O1 -2.11 1.16 -1.75  -0.453
O2 0.14 -0.30 -2.08  -0.664
S1 -2.78 0.00 0.54  0.023
S2 0.94 0.96 0.03  0.557
H1 1.11 1.97 1.94  0.230
H2 0.75 0.06 2.25  0.225
H3 -0.31 -1.25 -0.19  0.227
H4 0.65 0.47 -2.34  0.481

HOMO level (alpha / beta)	-7.240 / -7.445	eV
ΔE to the lowest compared entry with this formula, charge and spin	297.8	kJ/mol



# 10
# C7H5NO

C7H5NO in the gas phase (ωB97M-V with the def2-TZVPD basis set, the OMol25 dataset).

Each line ends with the natural charge from an NBO analysis.
Cartesian coordinates (Å):
C1 -1.01 1.73 -0.01  -0.644
C2 0.05 0.66 0.13  0.018
C3 1.35 0.60 0.01  -0.257
C4 1.80 -0.83 -0.01  0.495
O1 2.98 -1.03 -0.10  -0.461
C5 0.67 -1.70 0.16  -0.247
C6 -0.34 -0.79 0.17  -0.080
C7 -1.68 -1.22 0.01  0.234
N1 -2.63 -1.82 -0.15  -0.254
H1 -1.64 1.32 -0.81  0.232
H2 -0.64 2.72 -0.30  0.240
H3 -1.61 1.72 0.94  0.236
H4 2.09 1.40 -0.21  0.234
H5 0.61 -2.77 0.16  0.254

HOMO level	-9.832	eV
ΔE to the lowest compared entry with this formula, charge and spin	158.7	kJ/mol
SMILES string	CC1=CC(=O)C=C1C#N